No. 1
{
  "formula": "C15H19N3O2",
  "method": "the ωB97M-V functional and the def2-TZVPD basis",
  "elements": ["C", "C", "C", "C", "C", "C", "C", "C", "C", "H", "O", "C", "H", "H", "H", "O", "C", "C", "H", "H", "C", "N", "C", "N", "C", "N", "H", "H", "H", "H", "H", "H", "H", "H", "H", "H", "H", "H", "H"],
  "coordinates": [[2.541594, 3.707381, 3.317266], [2.230055, 2.604395, 2.365751], [1.541238, 1.512522, 2.690120], [1.190603, 0.399322, 1.821523], [0.340402, -0.594612, 2.300596], [-0.033182, -1.645795, 1.489956], [0.433781, -1.763587, 0.185924], [1.330296, -0.790992, -0.297558], [1.676861, 0.272940, 0.519101], [2.358044, 1.020416, 0.149409], [1.817786, -0.956350, -1.570101], [2.709244, 0.001385, -2.084067], [2.247880, 0.992694, -2.143451], [2.954440, -0.340277, -3.088793], [3.626197, 0.058605, -1.489359], [-0.001341, -2.869104, -0.501082], [-0.289192, -2.767113, -1.882638], [-1.265762, -1.630723, -2.191416], [-1.483344, -1.620636, -3.259189], [-0.791208, -0.681059, -1.934922], [-2.558025, -1.773328, -1.375948], [-3.199366, -0.502864, -1.191239], [-2.879290, 0.482093, -0.332902], [-3.670518, 1.513286, -0.513799], [-4.476135, 1.112267, -1.516582], [-4.219336, -0.097757, -1.953983], [-5.257052, 1.722467, -1.920431], [-2.091871, 0.410158, 0.390272], [-2.319757, -2.185829, -0.391433], [-3.266890, -2.431374, -1.881448], [0.625961, -2.635909, -2.467634], [-0.737567, -3.733605, -2.129177], [-0.698551, -2.413764, 1.854348], [-0.043621, -0.534358, 3.307786], [1.174616, 1.418754, 3.705377], [2.602856, 2.751724, 1.361371], [3.620278, 3.847301, 3.392129], [2.115105, 4.644646, 2.959068], [2.144770, 3.496681, 4.307155]],
  "forces_ev_per_a": [[0.002, -0.012, -0.030], [-0.129, -0.149, 0.173], [0.221, 0.458, 0.088], [-0.209, -0.522, -0.254], [0.165, 0.276, -0.044], [0.067, -0.132, -0.376], [-0.162, -0.003, 0.130], [0.004, -0.109, -0.204], [0.000, 0.008, -0.004], [0.087, 0.060, -0.095], [-0.356, -0.286, 0.460], [0.175, 0.195, -0.113], [0.027, -0.040, 0.023], [0.019, 0.073, 0.065], [-0.043, 0.012, -0.013], [0.419, 0.108, 0.425], [-0.233, 0.149, -0.738], [0.108, -0.341, 0.324], [0.021, 0.052, -0.039], [-0.019, 0.005, -0.074], [0.440, -0.327, -0.205], [-0.150, 0.581, 0.460], [-0.145, -0.106, -0.151], [0.119, 0.469, 0.379], [0.229, -0.153, 0.096], [-0.430, -0.389, -0.674], [-0.210, 0.081, -0.151], [0.257, -0.107, 0.177], [-0.101, 0.038, -0.117], [0.028, 0.064, 0.151], [-0.191, -0.119, 0.096], [0.057, 0.077, -0.016], [-0.084, -0.096, 0.001], [-0.025, 0.023, 0.116], [-0.011, 0.051, 0.138], [-0.003, -0.098, -0.201], [0.057, 0.077, 0.062], [0.009, 0.104, 0.044], [-0.011, 0.028, 0.091]],
  "total_charge": 0,
  "lumo_energy_ev": 0.70
}

***

No. 2
{
  "formula": "C4H4F2O",
  "method": "the ωB97M-V functional and the def2-TZVPD basis",
  "elements": ["C", "C", "C", "C", "H", "H", "H", "H", "O", "F", "F"],
  "coordinates": [[-2.457799, 0.407678, 0.001195], [-1.194231, 0.776137, 0.003750], [1.099138, 0.344573, -0.002227], [2.129812, -0.484763, -0.001727], [-3.292270, 1.127422, -0.011384], [-0.903820, 1.832156, -0.005867], [1.258149, 1.424001, -0.003115], [2.080179, -1.569090, 0.010069], [-0.188778, -0.135748, 0.007421], [-2.836139, -0.878320, -0.003907], [3.381302, -0.009486, -0.002204]],
  "forces_ev_per_a": [[-0.989, 0.637, -0.055], [0.546, 0.491, -0.031], [0.047, 0.106, 0.022], [-0.483, -0.379, 0.038], [0.590, -0.519, 0.027], [-0.272, -0.395, 0.024], [-0.182, -0.220, -0.011], [-0.085, 0.188, -0.020], [0.501, -0.104, -0.002], [0.059, -0.028, 0.023], [0.268, 0.223, -0.015]],
  "total_charge": 0,
  "lumo_energy_ev": 0.96
}

***

No. 3
{
  "formula": "C2H6O",
  "method": "the ωB97M-V functional and the def2-TZVPD basis",
  "elements": ["C", "C", "H", "H", "H", "H", "O", "H", "H"],
  "coordinates": [[0.000000, 0.000000, 0.000000], [-0.589800, 1.188570, -0.250560], [1.011950, -0.298950, -0.296320], [-0.560060, -0.677200, 0.654940], [-0.152010, 2.097669, -0.678450], [-1.636699, 1.229949, 0.071180], [1.479649, 1.312289, -2.019799], [2.290349, 1.863669, -1.936109], [0.993460, 1.456489, -1.176540]],
  "forces_ev_per_a": [[-0.312, 0.906, 0.396], [-0.506, -1.299, 1.039], [-0.475, 0.258, 0.202], [0.191, -0.072, -0.660], [-0.761, -0.401, 0.116], [0.450, 0.546, -0.052], [1.040, 0.912, 0.532], [-0.812, -0.612, -0.181], [1.186, -0.238, -1.393]],
  "total_charge": 0,
  "lumo_energy_ev": 1.07
}

***

Q: Which energy above the lowest of the compared OMol25 structures with the same formula, charge and spin values were calculated for the entries above? A: 66.9, 42.6, 30.5, in kcal per mole.